Molecular formula: C3H8INS
Method: DFT, ωB97M-V/def2-TZVPD

Structure (XYZ):
```
14
Properties=species:S:1:pos:R:3:forces:R:3
C -0.518786 1.493054 -0.017386 2.0 -1.3 1.5
C -0.882222 -1.591403 -0.871453 -0.3 3.7 0.1
C 0.711160 0.601598 -0.236595 -3.5 -1.7 2.9
N 0.827386 -0.231804 1.604589 -1.3 0.8 -4.1
S 0.543756 -0.702125 -1.396561 1.6 0.3 -0.8
I 2.455664 0.603717 2.419674 0.6 -0.2 0.2
H -0.661532 2.187482 -0.780530 -0.3 1.0 -1.6
H -0.322843 2.066882 0.901523 -0.5 -0.4 -0.1
H -1.321514 0.770227 0.054587 -0.5 0.6 0.4
H -1.055378 -2.286520 -1.575955 -0.6 -2.7 -2.2
H -1.704452 -0.900690 -0.859455 -0.7 0.0 0.0
H -0.696683 -1.919882 0.071625 0.1 -1.5 2.6
H 1.653773 0.981591 -0.331426 2.3 1.3 -0.2
H 0.971672 -1.072127 1.017363 1.1 0.0 1.3
```
Positions in Å, forces in eV/Å.

Values from the calculation:
Orbital gap = 8.5390 eV
Charge = 0
Energy = -23663.6120 eV
Highest occupied orbital energy = -0.30587 Ha
Lowest unoccupied orbital energy = 0.008 Eh